Entry 1:
The following is a quantum chemistry calculation of C21H36F5N4O2SSbSi3Tc as an isolated structure at a distorted geometry, from OMol25.

Calculated values
lowest unoccupied orbital energy (spin up / spin down): -6.507 / -7.659 eV
ΔE to the lowest compared entry with this formula, charge and spin: 0.0 kJ/mol
2S+1: 4
charge: +2

Cartesian coordinates (Å):
Tc: -0.44549 -0.57560 0.34440
N: 1.61094 -6.39121 -4.48242
C: 0.97063 -5.54028 -3.66113
C: 1.70456 -4.67885 -2.81142
C: 1.05416 -3.80624 -1.98246
C: -0.34960 -3.78723 -1.97117
C: -1.09550 -4.62531 -2.80584
C: -0.43937 -5.49628 -3.63265
S: -1.12851 -2.64700 -0.98025
O: -2.51150 -2.86921 -0.69906
O: -0.29645 -2.57148 0.32240
N: -0.86007 -1.16949 -1.59190
C: -1.66094 -0.03501 -1.71042
N: -1.37723 0.88008 -0.72856
C: -1.97531 2.08208 -0.80248
C: -2.87234 2.34762 -1.80292
C: -3.13313 1.32776 -2.71997
N: -2.53565 0.13830 -2.66817
H: 2.61387 -6.44155 -4.49077
H: 1.10287 -7.02148 -5.07681
H: 2.78616 -4.71187 -2.82073
H: 1.62441 -3.14719 -1.34098
H: -2.17720 -4.58658 -2.78956
H: -1.00485 -6.16129 -4.27218
H: -1.70297 2.81023 -0.05124
H: -3.35285 3.31158 -1.87650
H: -3.83418 1.46686 -3.53420
C: 1.58678 3.47128 3.45461
Si: 0.08380 2.50983 3.94589
C: -1.52815 3.07774 3.18770
C: -0.01546 2.18906 5.76728
Sb: 0.16542 0.08321 2.73141
Si: -2.06440 -1.25562 3.58507
C: -1.72565 -3.05862 3.30450
C: -2.23148 -0.77217 5.36938
C: -3.36171 -0.55796 2.43875
Si: 2.46681 -1.12262 3.84341
C: 2.01128 -2.84046 3.28516
C: 4.04235 -0.41489 3.19660
C: 2.17150 -0.71395 5.62846
H: 1.67070 4.36268 4.08216
H: 1.52948 3.79727 2.41613
H: 2.49784 2.88489 3.57890
H: -1.64590 4.16334 3.24335
H: -2.38122 2.62425 3.69637
H: -1.55157 2.78686 2.13793
H: -0.14492 3.14727 6.28036
H: 0.89622 1.73493 6.15227
H: -0.85887 1.55442 6.03496
H: -1.18552 -3.50820 4.13870
H: -1.15098 -3.22009 2.39522
H: -2.67419 -3.59258 3.19198
H: -1.27602 -0.79469 5.89406
H: -2.89974 -1.48345 5.86497
H: -2.66782 0.22198 5.47920
H: -3.28347 -1.03116 1.45138
H: -3.26510 0.52269 2.32105
H: -4.36898 -0.76886 2.80855
H: 1.48764 -2.80867 2.33108
H: 1.37272 -3.33462 4.01912
H: 2.90798 -3.45273 3.15301
H: 4.24742 -0.74896 2.18025
H: 4.86578 -0.74120 3.83860
H: 4.02637 0.67450 3.19940
H: 1.11595 -0.75618 5.89596
H: 2.55469 0.28116 5.85861
H: 2.71126 -1.42553 6.26127
F: 1.66294 -0.13638 -1.47968
C: 1.49910 0.04619 -0.14826
F: 2.37788 -0.82015 0.43084
C: 2.01559 1.48846 0.16804
F: 2.83019 1.93778 -0.75861
F: 2.64903 1.50007 1.33788
F: 0.98228 2.34402 0.28562

Cartesian forces, eV/Å:
Tc 1.354 1.273 1.342
N -0.031 0.081 0.101
C 0.063 -0.063 -0.008
C -0.058 0.052 -0.002
C 0.036 -0.133 -0.089
C 0.044 0.190 0.243
C -0.122 0.024 0.060
C -0.047 -0.024 -0.055
S -0.806 -1.271 -0.943
O 0.028 -0.190 -0.226
O 0.014 0.086 -0.531
N 0.270 0.175 0.438
C -0.743 0.079 -0.331
N -0.376 -0.194 -1.034
C 0.188 0.030 0.305
C -0.035 -0.023 -0.164
C 0.048 -0.054 0.053
N 0.046 -0.045 -0.137
H -0.001 -0.031 -0.041
H 0.017 -0.009 -0.013
H -0.007 -0.001 -0.015
H -0.009 -0.011 0.007
H 0.013 -0.032 0.006
H -0.001 0.017 -0.003
H -0.016 -0.016 0.026
H 0.010 -0.006 -0.014
H -0.044 0.029 0.043
C 0.007 -0.012 -0.134
Si -0.362 -0.532 -0.430
C 0.080 0.294 0.133
C 0.009 -0.008 0.033
Sb 0.791 0.399 2.136
Si 0.519 0.174 -0.234
C -0.083 -0.019 0.048
C -0.143 0.043 0.001
C -0.006 -0.066 -0.036
Si -1.116 0.136 -0.340
C 0.363 -0.119 0.137
C -0.044 0.050 -0.231
C 0.128 -0.118 0.048
H -0.037 -0.030 0.034
H 0.034 -0.005 0.013
H 0.012 0.048 0.039
H -0.016 -0.018 0.028
H 0.012 -0.032 -0.027
H -0.045 0.052 -0.015
H -0.001 0.006 -0.029
H -0.005 0.035 0.021
H 0.007 0.025 0.003
H -0.005 0.039 0.011
H -0.015 -0.068 -0.005
H 0.002 0.009 0.042
H -0.026 -0.053 0.002
H 0.005 0.011 -0.012
H 0.017 -0.011 0.003
H -0.038 0.002 0.000
H -0.030 0.003 0.038
H 0.005 -0.017 -0.020
H 0.039 -0.054 -0.033
H -0.025 0.021 -0.021
H -0.031 -0.029 0.042
H 0.030 0.009 0.016
H -0.046 -0.030 0.040
H 0.062 -0.007 0.075
H 0.025 -0.046 0.034
H 0.002 -0.012 0.012
H -0.010 0.018 0.005
F -0.198 0.193 -0.005
C 0.740 -0.209 -0.458
F -0.136 -0.134 0.076
C -0.407 0.163 0.251
F 0.051 -0.060 -0.161
F 0.193 -0.071 0.124
F -0.140 0.100 -0.272

***

Entry 2:
The following is a quantum chemistry calculation of C44H42As4N2O8S2V as an isolated structure at a distorted geometry, from OMol25.

Calculated values
lowest unoccupied orbital energy (spin up / spin down): -1.272 / -1.285 eV
ΔE to the lowest compared entry with this formula, charge and spin: 27.1 kJ/mol
2S+1: 2

Cartesian coordinates (Å):
V: 0.44884 -0.62803 0.81351
C: -3.03123 0.27026 1.60275
C: -3.00418 -1.23412 1.82745
As: -1.47332 -2.13149 0.95078
C: -1.48529 -3.75415 2.00457
C: -0.31639 -4.18757 2.61804
C: -0.34099 -5.29487 3.45775
C: -1.53159 -5.96940 3.68232
C: -2.70055 -5.54605 3.05871
C: -2.67883 -4.44054 2.22334
C: -2.40817 -2.68861 -0.66755
C: -2.85048 -1.68753 -1.52778
C: -3.41793 -2.00720 -2.75147
C: -3.54411 -3.33974 -3.12853
C: -3.10361 -4.34181 -2.27706
C: -2.52861 -4.01764 -1.05246
As: -1.23354 1.07018 1.68102
C: -1.65324 2.87174 1.06510
C: -0.62058 3.67226 0.58396
C: -0.85418 4.99795 0.23925
C: -2.13101 5.52854 0.35619
C: -3.16718 4.73438 0.82749
C: -2.92662 3.41649 1.19095
C: -1.18022 1.48668 3.59234
C: -0.92643 2.77223 4.05990
C: -0.85899 3.02304 5.42477
C: -1.04231 1.99102 6.33386
C: -1.28988 0.70444 5.87485
C: -1.35256 0.45392 4.51181
H: -3.65470 0.75448 2.34957
H: -3.43407 0.51302 0.61996
H: -3.91485 -1.69334 1.45190
H: -2.93549 -1.47087 2.88694
H: 0.61293 -3.66530 2.43914
H: 0.57246 -5.62677 3.93570
H: -1.55339 -6.82507 4.34634
H: -3.62904 -6.07928 3.22348
H: -3.58811 -4.11472 1.73537
H: -2.71740 -0.64666 -1.25447
H: -3.74534 -1.22184 -3.42207
H: -3.97603 -3.59044 -4.09024
H: -3.19494 -5.38036 -2.57222
H: -2.16433 -4.80153 -0.40316
H: 0.37675 3.25892 0.50388
H: -0.04283 5.62255 -0.11048
H: -2.31762 6.56230 0.09005
H: -4.16423 5.14659 0.92544
H: -3.73839 2.81707 1.58145
H: -0.78001 3.58593 3.36206
H: -0.66448 4.02873 5.77733
H: -0.97993 2.18548 7.39777
H: -1.41895 -0.10885 6.57861
H: -1.51022 -0.55976 4.17093
S: 1.12262 -0.86492 2.99487
C: 2.49500 -1.71209 2.32105
S: 2.25137 -2.06031 0.64110
C: 3.61629 -2.03021 3.03419
C: 4.71127 -2.71955 2.41257
N: 5.59018 -3.27359 1.91450
C: 3.73753 -1.67280 4.41870
N: 3.84244 -1.38244 5.52867
C: 0.92893 -4.10292 -3.08427
O: 1.26566 -2.73093 -3.38529
C: 0.86941 -1.83714 -2.49888
O: 0.28593 -2.12128 -1.48014
C: 1.28633 -0.44859 -2.79104
C: 1.57789 0.00111 -4.00986
As: 2.75956 1.52894 -4.28242
C: 1.62251 2.69306 -5.37581
C: 2.73744 2.48952 -2.56822
C: 2.30761 2.01594 -1.40315
As: 0.87468 0.68775 -1.26146
C: -0.55043 1.69988 -2.17790
C: 2.93590 2.49178 -0.12875
O: 3.82939 3.29215 -0.06635
O: 2.41884 1.85185 0.92309
C: 3.00428 2.12449 2.21849
C: 3.69168 3.65297 -2.75832
O: 4.70791 3.47922 -3.37311
O: 3.33066 4.89148 -2.42544
C: 2.08136 5.19504 -1.79722
C: 1.09033 -0.77947 -5.20980
O: -0.09138 -0.83577 -5.39602
O: 1.94158 -1.31644 -6.08535
C: 3.32853 -1.48061 -5.73400
H: 1.49939 -4.70553 -3.78248
H: -0.13837 -4.25984 -3.22311
H: 1.20294 -4.33837 -2.05908
H: 1.51295 2.24336 -6.36097
H: 2.12491 3.65309 -5.48526
H: 0.63990 2.82999 -4.92997
H: -0.19465 2.68587 -2.47094
H: -1.40074 1.81484 -1.51473
H: -0.85252 1.14197 -3.06455
H: 2.27137 1.80099 2.94836
H: 3.22831 3.18098 2.32101
H: 3.91804 1.54568 2.32712
H: 1.83825 6.21132 -2.09368
H: 2.19043 5.14586 -0.71623
H: 1.28713 4.52701 -2.12295
H: 3.69866 -2.29339 -6.34942
H: 3.44171 -1.74295 -4.68351
H: 3.89634 -0.58173 -5.95318

Cartesian forces, eV/Å:
V 0.353 0.014 -0.389
C 0.076 -0.070 -0.032
C 0.094 0.044 0.026
As -1.544 -0.364 0.026
C 0.151 0.020 0.035
C -0.019 -0.086 -0.026
C -0.018 -0.032 -0.005
C -0.007 0.022 -0.005
C 0.000 -0.035 0.007
C 0.080 0.005 0.040
C 0.250 -0.074 -0.102
C 0.001 -0.046 -0.029
C -0.011 -0.032 -0.011
C -0.017 0.048 -0.027
C 0.020 0.009 -0.001
C -0.034 0.069 -0.024
As -0.460 0.185 0.314
C 0.189 0.026 -0.073
C -0.110 0.072 0.006
C -0.036 -0.046 0.012
C -0.008 0.026 -0.006
C -0.022 0.004 0.003
C -0.029 -0.015 -0.058
C 0.083 0.012 0.023
C 0.011 -0.042 0.027
C 0.000 -0.023 0.016
C 0.008 0.001 -0.007
C -0.004 0.019 0.005
C 0.002 0.081 0.027
H -0.083 0.067 0.073
H -0.006 0.008 -0.091
H -0.099 -0.073 -0.021
H 0.039 -0.008 0.060
H 0.040 0.024 0.004
H -0.025 0.022 -0.011
H 0.007 0.013 -0.039
H 0.023 0.022 0.007
H -0.071 -0.001 0.000
H 0.001 0.059 -0.014
H 0.009 -0.011 0.031
H 0.014 0.001 0.052
H 0.003 0.015 0.025
H 0.012 -0.069 0.015
H 0.095 -0.006 -0.002
H 0.012 0.000 -0.003
H 0.013 -0.051 0.003
H 0.031 -0.017 0.001
H -0.024 0.034 0.001
H -0.014 0.051 -0.004
H 0.012 -0.026 -0.015
H -0.015 -0.006 -0.043
H 0.013 0.020 -0.035
H -0.002 -0.071 0.000
S 0.299 0.071 0.563
C 0.178 0.011 0.164
S 0.688 -0.338 -0.057
C 0.110 -0.052 0.033
C -0.012 0.041 0.065
N -0.146 0.082 0.071
C 0.022 -0.054 -0.070
N -0.022 -0.026 -0.145
C -0.003 0.024 -0.027
O 0.091 -0.252 -0.173
C 0.099 0.164 -0.228
O -0.376 -0.030 0.482
C -0.164 -0.073 0.197
C 0.153 -0.087 0.141
As -0.235 0.252 -0.352
C -0.091 0.033 0.086
C 0.234 0.069 -0.316
C -0.138 -0.216 0.293
As 0.062 0.522 -0.490
C 0.070 -0.053 -0.096
C -0.006 -0.184 0.045
O 0.052 0.175 -0.019
O -0.122 0.040 0.227
C 0.033 0.007 -0.053
C -0.041 -0.155 -0.003
O 0.220 -0.052 0.024
O -0.295 0.181 0.009
C 0.159 -0.065 -0.049
C 0.424 -0.073 -0.072
O -0.248 0.137 -0.084
O 0.233 0.029 0.074
C -0.063 -0.056 0.044
H 0.004 0.033 -0.039
H -0.051 0.048 0.001
H 0.033 0.031 0.032
H 0.017 -0.025 -0.009
H 0.015 0.002 -0.002
H -0.003 0.020 -0.013
H 0.006 0.018 -0.028
H -0.067 0.020 0.110
H 0.004 -0.008 0.009
H -0.045 -0.059 0.009
H -0.019 0.094 -0.068
H 0.034 -0.040 -0.036
H 0.021 0.025 -0.007
H 0.043 -0.035 0.054
H -0.038 -0.026 -0.025
H -0.048 -0.055 -0.028
H -0.054 -0.008 0.034
H 0.000 0.104 -0.044

***

Entry 3:
The following is a quantum chemistry calculation of C20H39AlClN2O3S as an isolated structure at a distorted geometry, from OMol25.

Calculated values
lowest unoccupied orbital energy: 2.741 eV
charge: -1

Cartesian coordinates (Å):
C: -0.03917 2.86421 4.10565
C: -0.58788 1.70361 3.12378
C: 0.07192 1.93621 1.67349
N: -0.36068 0.98257 0.60827
C: -0.02873 -0.44359 0.90724
C: -1.04895 -1.36428 1.74009
C: -2.33063 -1.89121 0.92684
C: -3.32350 -0.74272 0.38724
C: -3.06117 -0.43409 -1.20513
C: -4.47938 -0.49239 -1.96215
C: -4.59040 0.44014 -3.27514
C: -3.18366 0.89863 -3.90539
C: -2.66476 2.34538 -3.41632
O: -3.40526 2.89327 -2.29267
C: -2.58876 3.78475 -1.49987
O: 1.18133 -0.54254 1.73519
Al: 2.74496 -0.30425 0.75448
N: 3.41934 1.50193 0.47374
C: 3.30612 1.68644 -0.80759
S: 3.24171 1.83244 -2.49185
C: 4.23809 -1.52133 1.41662
C: 4.26130 -1.62404 3.05435
C: 4.18169 -3.03671 0.87370
C: 4.33291 -3.19086 -0.72328
C: 5.39465 -2.19696 -1.40733
O: 1.87529 -0.65709 -0.85476
C: 0.47375 -0.97664 -0.57423
Cl: 0.51198 -2.83810 -0.81663
H: 0.36339 2.37431 5.06462
H: -0.81523 3.68734 4.30935
H: 0.86899 3.34325 3.57926
H: -1.74553 1.70762 3.05722
H: -0.20706 0.69881 3.56273
H: 1.21790 2.03916 1.77807
H: -0.28751 2.98894 1.32388
H: -1.37099 1.14659 0.48814
H: -1.42705 -0.90437 2.71681
H: -0.44824 -2.31024 2.04965
H: -2.95192 -2.52823 1.67860
H: -2.10356 -2.58809 0.04853
H: -4.39959 -1.14286 0.48441
H: -3.23873 0.25690 0.96514
H: -2.39833 -1.28524 -1.63806
H: -2.52696 0.57653 -1.27244
H: -4.75413 -1.56499 -2.27855
H: -5.30209 -0.13130 -1.22708
H: -5.15221 -0.16313 -4.08929
H: -5.28753 1.32172 -3.00662
H: -3.35224 0.99259 -5.05248
H: -2.34322 0.11723 -3.79098
H: -1.55585 2.30012 -3.12498
H: -2.73543 3.12899 -4.27317
H: -2.13896 4.66088 -2.09853
H: -3.18653 4.23704 -0.61413
H: -1.68577 3.23665 -1.01758
H: 5.28609 -1.10288 1.13527
H: 3.51193 -0.92046 3.56094
H: 5.30542 -1.34313 3.47088
H: 4.06426 -2.70325 3.42296
H: 5.10061 -3.58199 1.34220
H: 3.26055 -3.61130 1.28121
H: 3.29871 -3.08083 -1.20045
H: 4.66930 -4.27871 -0.92119
H: 5.17253 -2.17465 -2.54484
H: 5.34044 -1.10931 -1.05300
H: 6.48205 -2.55556 -1.30364
H: -0.06964 -0.34690 -1.36121

Cartesian forces, eV/Å:
C 0.344 -0.313 -0.480
C 0.793 0.077 0.324
C -0.492 1.202 0.530
N 0.151 0.239 1.527
C 2.317 -1.523 0.864
C -0.437 -1.318 -1.018
C -1.041 0.146 0.888
C 0.247 -0.348 -0.851
C -0.618 -0.893 0.776
C -0.266 0.792 -0.096
C -0.380 -0.474 -0.111
C -0.388 0.590 -0.846
C 0.734 0.496 -0.467
O 1.035 0.197 0.216
C 0.837 0.408 0.922
O -0.396 1.108 -1.647
Al -1.287 -1.087 -0.381
N -0.898 0.855 -7.625
C 0.742 -0.866 4.215
S 0.184 0.058 3.374
C 0.865 -0.777 0.918
C 0.435 0.098 0.193
C 1.075 -0.156 0.084
C -0.151 -0.301 0.360
C -0.200 -0.148 -0.845
O -2.232 -0.088 2.359
C 2.344 1.612 -0.793
Cl -0.986 0.752 0.168
H -0.826 1.036 -1.250
H 1.212 -1.303 -0.130
H -1.376 -0.565 0.912
H 1.885 -0.086 0.101
H -0.847 1.640 -0.985
H -1.934 -0.527 -0.287
H 0.571 -1.650 0.478
H 0.656 -0.535 0.014
H 0.715 -0.203 -1.548
H -0.855 1.736 -0.625
H 1.093 0.971 -1.158
H 0.037 1.061 1.329
H 1.594 0.755 -0.065
H -0.208 -1.721 -0.687
H -0.887 1.671 0.752
H -0.887 -1.459 -0.333
H 0.636 1.488 0.747
H 1.355 -0.676 -1.178
H 0.914 0.971 1.266
H 1.481 -1.150 -0.635
H 0.332 -0.136 1.903
H -1.495 1.164 0.115
H -1.452 -0.134 -0.397
H 0.065 -1.358 1.209
H -0.808 -1.262 0.608
H 0.629 -0.930 -1.730
H -1.367 0.627 -0.872
H -1.775 -0.662 0.322
H 0.937 -1.074 -0.668
H -1.603 -0.404 -0.681
H 0.119 1.709 -0.654
H -1.399 0.771 -0.639
H 1.294 1.104 -0.869
H 1.542 0.117 0.590
H -0.497 1.628 0.182
H 0.393 -0.016 1.808
H -0.084 -1.642 -0.394
H -1.590 0.465 0.084
H 0.095 -1.763 0.808

***

Entry 4:
The following is a quantum chemistry calculation of an isolated ion of composition C6H12N2O2P and charge +1 at a distorted geometry, from OMol25.

Calculated values
lowest unoccupied orbital energy: -2.644 eV
ΔE to the lowest compared entry with this formula, charge and spin: 44.6 kJ/mol
charge: +1

Cartesian coordinates (Å):
C: -2.14984 -0.33805 -3.19061
O: -0.84798 -0.19957 -2.48574
P: -0.19517 0.92046 -1.65015
O: 1.24902 0.46863 -1.95745
C: 2.34256 1.25938 -1.61590
N: -0.18321 0.33615 0.28519
C: -0.81120 1.12664 1.20965
C: -0.76646 0.43047 2.41899
N: 0.05818 -0.62469 2.22907
C: 0.44687 -1.50060 3.27962
C: 0.39758 -0.69723 0.95120
H: -1.82961 -0.97320 -3.98065
H: -2.44962 0.65560 -3.59718
H: -2.80047 -0.85878 -2.51598
H: 3.21866 0.58372 -1.57174
H: 2.09881 1.78194 -0.72003
H: 2.68504 1.82033 -2.58316
H: -1.43978 1.94630 0.94868
H: -1.15682 0.79470 3.35356
H: 1.26903 -1.40576 4.00736
H: -0.51442 -1.52040 3.89574
H: 0.55934 -2.50104 2.80639
H: 0.81950 -1.50501 0.48315

Cartesian forces, eV/Å:
C 1.622 1.226 0.345
O -1.118 -1.175 -0.227
P -1.274 1.441 0.856
O 0.494 -1.462 -0.659
C 2.651 0.020 -2.847
N 0.793 -0.488 -0.227
C -0.714 -2.241 1.244
C 0.184 2.784 -1.348
N 0.749 0.867 0.104
C -2.279 -3.012 1.503
C -1.925 2.545 -0.534
H -0.326 -0.504 -0.813
H -0.151 -0.860 0.615
H -0.647 0.172 0.109
H -0.555 0.215 0.938
H 0.633 0.936 0.493
H -1.083 0.016 2.074
H 0.012 0.517 -0.186
H 0.143 -0.472 0.236
H 0.062 1.176 -0.987
H 1.459 -0.518 -0.413
H -0.064 0.490 0.575
H 1.333 -1.671 -0.851